{
  "formula": "ClH16O12",
  "method": "ωB97M-V with the def2-TZVPD basis set",
  "fmax_ev_per_a": 2.97,
  "orbital_gap_ha": 0.369,
  "molar_mass_g_mol": 243.6,
  "relative_energy_kj_mol": 132.1,
  "charge": -1,
  "multiplicity": 1,
  "e_lumo_ev": 3.0,
  "total_energy_ev": -37347.2267,
  "species": ["Cl", "O", "O", "O", "O", "O", "H", "H", "O", "H", "H", "O", "H", "H", "O", "H", "H", "O", "H", "H", "O", "H", "H", "O", "H", "H", "O", "H", "H"],
  "coordinates": [[0.481, -0.268, -1.257], [-0.733, -0.284, -2.163], [1.600, 0.426, -1.959], [0.151, 0.607, -0.098], [0.829, -1.631, -0.794], [-2.304, -2.160, -0.428], [-1.649, -2.503, 0.150], [-1.714, -1.778, -1.094], [3.263, -0.254, 0.450], [2.876, -0.918, -0.125], [4.062, -0.030, -0.037], [-2.028, 2.373, -2.266], [-1.698, 1.571, -2.637], [-1.328, 2.982, -2.356], [2.528, 2.696, -0.951], [2.356, 2.873, -0.031], [2.272, 1.852, -1.313], [0.328, -0.834, 2.652], [0.194, 0.145, 2.591], [0.943, -1.234, 2.040], [0.075, 1.766, 2.230], [-0.114, 1.343, 1.390], [-0.810, 1.965, 2.436], [-2.855, 0.865, 0.326], [-2.043, 0.803, -0.185], [-3.514, 0.466, -0.260], [-0.544, -3.598, 0.882], [-0.866, -4.105, 1.621], [0.245, -3.142, 1.177]],
  "nbo_charge": [2.4480, -0.8493, -0.8394, -0.8773, -0.8219, -0.9809, 0.4818, 0.4664, -0.9399, 0.4732, 0.4627, -0.9478, 0.4820, 0.4634, -1.0041, 0.4800, 0.4994, -1.0113, 0.4975, 0.4656, -0.9354, 0.4984, 0.4688, -0.9596, 0.4865, 0.4690, -0.9339, 0.4736, 0.4846]
}